No. 1
C39H26CaN10OS | ωB97M-V with the def2-TZVPD basis set

Positions of all 78 atoms, in Å:
Ca -2.033 -0.707 -0.757
C -1.368 4.912 3.529
C -1.304 5.666 2.368
C -1.364 5.040 1.093
C -1.523 3.668 1.063
C -1.733 2.686 -0.043
N -1.886 1.425 0.451
C -1.788 1.473 1.852
N -1.702 0.424 2.701
C -1.156 -0.774 2.463
C -0.707 -1.760 3.505
C -0.664 -1.606 4.913
C 0.067 -2.570 5.593
C 0.673 -3.635 4.878
C 0.683 -3.717 3.480
C -0.014 -2.741 2.757
C -0.217 -2.491 1.330
N 0.043 -3.363 0.337
C 0.405 -2.899 -0.860
N -0.151 -1.796 -1.479
C 0.417 -1.602 -2.720
N 0.179 -0.666 -3.574
C -0.370 0.503 -3.325
N -0.705 0.994 -2.104
C -1.083 2.283 -2.254
N -1.485 3.072 -1.252
C -1.048 2.655 -3.671
C -1.332 3.809 -4.326
C -1.419 3.712 -5.721
C -1.092 2.531 -6.404
C -0.668 1.392 -5.737
C -0.683 1.425 -4.339
C 1.356 -2.679 -2.947
C 2.256 -2.936 -3.976
C 2.946 -4.119 -3.944
C 2.824 -5.046 -2.897
C 1.985 -4.760 -1.794
C 1.218 -3.591 -1.849
N -0.826 -1.281 1.219
C -1.708 2.900 2.278
C -1.593 3.530 3.523
H -1.342 5.340 4.599
H -1.107 6.761 2.463
H -1.321 5.601 0.198
H -1.123 -0.702 5.399
H 0.207 -2.572 6.680
H 1.138 -4.480 5.470
H 1.214 -4.554 3.000
H -1.600 4.637 -3.701
H -1.735 4.563 -6.300
H -1.195 2.528 -7.464
H -0.365 0.476 -6.237
H 2.360 -2.301 -4.858
H 3.640 -4.359 -4.797
H 3.537 -5.907 -2.788
H 1.709 -5.440 -0.970
H -1.475 2.875 4.393
C -4.556 -4.027 -0.320
C -4.455 -2.766 0.493
C -5.587 -2.786 1.451
O -3.594 -1.833 0.426
H -5.625 -4.251 -0.396
H -4.049 -4.889 0.117
H -4.105 -3.902 -1.302
H -5.486 -3.637 2.097
H -6.586 -2.935 0.954
H -5.669 -1.858 2.045
S 3.187 1.874 2.669
C 4.492 2.400 1.806
N 5.639 2.580 2.606
C 6.825 2.947 2.085
C 6.869 3.254 0.770
C 5.698 3.025 -0.021
N 4.572 2.603 0.490
H 5.495 2.324 3.584
H 7.653 2.981 2.792
H 7.745 3.725 0.302
H 5.565 3.346 -1.096

Atoms 1-2, force components in eV/Å:
1.3 1.5 0.5
-0.6 -0.2 2.5

## Properties
Total charge ... 0

Charge distribution, Mulliken scheme, values in e: 2.236 -0.403 -0.638 -0.045 0.507 -0.371 -0.003 -0.391 -0.397 -0.172 0.397 -0.620 -0.404 -0.495 -0.267 0.223 -0.109 -0.624 0.020 -0.354 -0.215 -0.585 -0.076 -0.447 -0.323 -0.497 0.347 -0.453 -0.533 -0.638 -0.124 0.394 0.741 -0.252 -0.355 -0.652 -0.374 0.182 -0.172 0.231 -0.422 0.258 0.308 0.600 0.382 0.382 0.294 0.456 0.533 0.398 0.414 0.500 0.459 0.300 0.311 0.388 0.428 -1.222 0.758 -1.409 -0.563 0.407 0.307 0.331 0.373 0.405 0.336 -0.410 0.158 -0.093 -0.015 -0.655 0.136 -0.438 0.240 0.390 0.326 0.362


No. 2
C9H16N3O | ωB97M-V with the def2-TZVPD basis set

Positions of all 29 atoms, in Å:
C 3.449 -0.391 -0.345
C 2.591 -0.436 1.050
N 1.091 -0.347 0.891
C 0.557 -1.211 -0.227
C -0.904 -1.934 0.147
N -1.968 -0.863 0.020
C -2.702 -0.513 -1.291
C -3.705 0.726 -0.898
N -3.554 1.069 0.568
C -2.510 0.085 1.067
C 0.719 1.110 0.752
C 0.800 2.029 -0.600
O 0.316 1.737 1.891
H 2.981 0.304 -1.176
H 3.514 -1.518 -0.733
H 4.556 -0.050 -0.054
H 2.858 -1.350 1.758
H 2.918 0.531 1.669
H 0.374 -0.659 -1.243
H 1.274 -2.130 -0.484
H -1.108 -2.790 -0.660
H -0.875 -2.479 1.185
H -2.558 -1.016 -2.346
H -4.432 1.329 -1.593
H -3.993 1.799 1.172
H -2.067 0.012 2.154
H 1.850 2.566 -0.607
H 0.528 1.484 -1.598
H 0.001 2.906 -0.469

Atoms 1-2, force components in eV/Å:
0.5 -1.2 0.6
1.5 1.2 0.9

## Properties
Total charge ... +1
Structure (SMILES) ... CCN(CCn1cc[nH+]c1)C(C)=O

Charge distribution, Mulliken scheme, values in e: -0.742 -0.590 0.198 -0.182 -0.844 0.213 -0.145 -0.318 -0.100 -0.161 0.405 -1.004 -0.557 0.210 0.276 0.309 0.296 0.367 0.166 0.305 0.340 0.320 0.352 0.347 0.280 0.366 0.299 0.273 0.321


No. 3
CH5N3O | ωB97M-V with the def2-TZVPD basis set

Positions of all 10 atoms, in Å:
C 2.372 -0.276 -0.047
N -1.724 -0.169 -0.515
N 1.713 0.854 0.230
N -1.328 0.490 0.353
O 3.549 -0.424 -0.270
H 1.669 -0.988 -0.214
H -1.141 -0.754 -1.201
H -2.731 -0.339 -0.756
H 2.292 1.749 0.433
H 0.769 0.708 0.471

Atoms 1-2, force components in eV/Å:
1.8 2.3 -0.6
-1.4 -3.2 -3.9

## Properties
Total charge ... 0

Charge distribution, Mulliken scheme, values in e: 0.068 0.280 -0.308 -0.712 -0.561 0.281 0.197 0.227 0.241 0.287


| no. | total energy (Eh) |
| --- | --- |
| 1 | -3200.455779 |
| 2 | -591.516832 |
| 3 | -280.512883 |